[1]
# C47H75Cl16N3O7S

A 9-piece molecular cluster, C47H75Cl16N3O7S overall in a non-equilibrium geometry (ωB97M-V with the def2-TZVPD basis set, OMol25).

Geometry as ORCA input:
```
! RIJCOSX wB97M-V def2-TZVPD def2/J DEFGRID3
* xyz 0 1
C 5.1740 2.9871 0.2794
C 4.1841 2.1902 -0.3720
C 2.8868 1.5090 -1.1098
C 2.0099 0.4893 -0.1000
C 1.6808 1.4220 1.1742
O 1.2831 2.8285 0.8203
O 1.9581 3.6219 1.6157
O 2.8751 -0.6571 0.0510
C 3.2422 -1.0982 1.3594
C 4.6048 -0.3783 2.0139
C 6.0231 -0.1615 1.2275
C 7.2504 0.5249 2.0776
N 7.2418 0.9621 3.5145
C 5.9253 0.7706 4.2144
C 4.5468 0.1227 3.6090
N 3.5917 -2.5680 1.3080
C 4.4510 -2.9880 0.1695
C 4.0224 -3.2577 -1.3986
O 5.7572 -3.2606 0.4505
C 2.4717 -3.4908 1.6635
C 1.7065 -4.5753 0.6948
O 2.0559 -3.4787 2.9615
C 0.6867 -0.0764 -0.9592
C -0.0937 -1.3318 -0.2601
C -0.4556 -1.2970 1.3009
C -0.4129 1.0393 -1.3580
C -1.4632 1.5416 -0.2172
C -2.8639 0.6303 -0.1392
S -4.3722 1.7927 -0.2585
O 1.3672 -0.7709 -2.0838
C 1.1830 -0.2537 -3.3982
C 2.5127 -0.7839 -4.2784
C 2.9050 0.2157 -5.5154
O 3.8812 -0.3535 -6.4658
C 5.0329 -0.9613 -5.7818
C 5.7997 0.0366 -4.7133
C -0.0897 -1.0293 -4.1399
C -0.2703 -2.6434 -4.2414
C -1.5573 -3.2527 -4.9768
N -2.7437 -2.6117 -5.6064
C -2.5319 -1.1432 -5.4884
C -1.3419 -0.2761 -4.8561
H 6.1706 3.5749 0.5108
H 2.2341 2.3646 -1.5636
H 3.3361 0.9135 -2.0420
H 0.8506 1.0597 1.9128
H 2.6467 1.5807 1.8602
H 2.4078 4.3539 1.1000
H 2.4351 -1.0063 2.2213
H 6.1396 -0.4884 0.1041
H 8.2805 0.6498 1.4868
H 5.8863 1.0911 5.3642
H 3.5679 -0.0068 4.2469
H 2.9167 -2.9774 -1.6590
H 4.7201 -2.5468 -2.0511
H 4.3285 -4.3581 -1.7069
H 0.6170 -4.7375 1.1288
H 1.5922 -4.2334 -0.4199
H 2.3387 -5.5789 0.6680
H 0.4813 -2.3582 -0.4697
H -1.1173 -1.4525 -0.8651
H -0.8388 -0.2945 1.7625
H -1.3539 -2.0700 1.4669
H 0.3851 -1.6922 2.0512
H -1.1343 0.6950 -2.2487
H 0.1019 2.0278 -1.7882
H -1.8420 2.6212 -0.5596
H -1.0527 1.6728 0.8615
H -2.9107 0.1384 0.9472
H -2.9461 -0.1527 -1.0062
H -5.4754 0.8925 -0.1058
H 1.1990 0.9007 -3.5712
H 2.3667 -1.8638 -4.7036
H 3.3797 -0.8649 -3.4619
H 1.8875 0.4453 -6.0954
H 3.2838 1.2818 -5.1436
H 4.7982 -2.0294 -5.3033
H 5.8379 -1.1914 -6.6329
H 6.2535 0.9277 -5.3277
H 5.1307 0.3918 -3.8201
H 6.6699 -0.6179 -4.2247
H 0.5456 -3.3536 -3.7770
H -1.5832 -4.4472 -5.0379
H -3.4273 -0.5037 -5.9578
H -1.3896 0.9004 -4.8707
Cl -5.4611 -1.0795 2.1786
C -4.4065 -1.8166 3.4095
C -3.9506 -0.8099 4.4540
Cl -2.8282 0.3979 3.7795
H -3.5567 -2.2783 2.8971
H -4.9867 -2.6111 3.8885
H -3.4157 -1.3241 5.2574
H -4.7977 -0.2759 4.8955
Cl 2.2013 -8.0165 2.2687
C 1.2917 -9.1941 1.2908
C 1.1703 -8.7634 -0.1625
Cl 0.1213 -7.3367 -0.3560
H 0.3094 -9.3337 1.7530
H 1.8339 -10.1425 1.3525
H 0.7216 -9.5675 -0.7524
H 2.1472 -8.5269 -0.5955
Cl -4.1605 -5.7881 -8.8643
C -4.9703 -6.1450 -7.3193
C -4.1937 -5.6112 -6.1259
Cl -2.6630 -6.4867 -5.8732
H -5.1158 -7.2278 -7.2536
H -5.9560 -5.6718 -7.3620
H -4.7829 -5.7355 -5.2130
H -3.9610 -4.5479 -6.2396
Cl -6.7539 3.6872 -0.2212
C -5.7623 5.1059 0.1966
C -6.4479 6.4139 -0.1658
Cl -6.5732 6.6420 -1.9282
H -4.7954 5.0051 -0.3061
H -5.5897 5.0644 1.2763
H -5.8689 7.2570 0.2213
H -7.4564 6.4704 0.2556
Cl 5.2281 5.2414 1.2440
C 5.3571 6.8379 2.0219
C 4.0596 7.2562 2.6955
Cl 2.7693 7.5988 1.5159
H 5.6685 7.5621 1.2626
H 6.1546 6.7631 2.7673
H 4.2168 8.1750 3.2672
H 3.6953 6.4854 3.3817
Cl 2.6008 4.7558 8.1895
C 1.8375 5.2155 6.6479
C 2.4272 4.4612 5.4665
Cl 4.1071 4.9481 5.1282
H 1.9408 6.2983 6.5266
H 0.7721 4.9842 6.7410
H 1.8487 4.6741 4.5632
H 2.4149 3.3795 5.6325
Cl -6.0992 -5.5096 4.6143
C -6.8625 -5.0500 3.0727
C -6.2728 -5.8042 1.8913
Cl -4.5929 -5.3173 1.5530
H -6.7592 -3.9671 2.9514
H -7.9279 -5.2812 3.1659
H -6.8513 -5.5914 0.9880
H -6.2851 -6.8859 2.0573
Cl -6.2291 7.7757 2.4816
C -7.3368 8.5070 3.6685
C -8.4718 9.2690 3.0027
Cl -7.9008 10.7404 2.1767
H -6.7499 9.1537 4.3281
H -7.7425 7.6875 4.2693
H -9.1959 9.5909 3.7563
H -8.9962 8.6500 2.2682
*
```

Output
Orbital gap, eV: 8.13
Largest force on an atom, Eh/bohr: 0.21324
SMILES: C#CC[C@](COO)(O[C@H](c1ccncc1)N(C(C)=O)C(C)=O)[C@@](CC)(CCCS)O[C@@H](CCOCC)c1ccncc1.ClCCCl.ClCCCl.ClCCCl.ClCCCl.ClCCCl.ClCCCl.ClCCCl.ClCCCl
Calculated total energy, hartree: -10286.97569
E_LUMO, hartree: -0.00734

=====

[2]
# C7H15N2O2PS

C7H15N2O2PS as an isolated structure in a non-equilibrium geometry (ωB97M-V with the def2-TZVPD basis set, OMol25).

Geometry as ORCA input:
```
! RIJCOSX wB97M-V def2-TZVPD def2/J DEFGRID3
* xyz 0 1
C -2.8503 0.9834 -0.6413
C -1.6726 -1.9493 1.0597
C -2.7764 -0.8553 0.9336
C -2.0858 2.2667 -1.0394
C 3.3486 -1.0242 0.0690
C 3.1189 1.4415 -0.2297
C 2.8656 0.2950 0.6473
N -0.7465 -2.0014 -0.1758
N -2.1289 0.2710 0.3028
O -4.0061 0.7546 -0.9169
O 0.3577 -0.1334 -1.7470
P -0.0793 -0.5180 -0.3919
S 1.1036 0.0615 1.1883
H -1.2241 -1.6400 2.0023
H -2.1368 -3.0576 1.0372
H -3.6035 -1.1903 0.2627
H -3.2251 -0.7131 1.9413
H -2.8072 2.9009 -1.6135
H -1.1397 2.0187 -1.4846
H -1.9897 2.7532 -0.0783
H 2.6043 -1.1976 -0.8213
H 4.3582 -0.7857 -0.4130
H 3.4099 -1.8182 0.7379
H 2.8772 2.4590 0.2517
H 2.3019 1.3918 -0.9757
H 4.0867 1.4664 -0.6399
H 3.2657 0.3251 1.6686
H -1.2262 -2.5047 -0.9341
*
```

Output
Orbital gap, eV: 9.10
Largest force on an atom, Eh/bohr: 0.09374
Relative energy (zero: lowest compared OMol25 entry of this formula, charge and spin), kcal/mol: 27.3
Calculated total energy, hartree: -1275.24233
E_LUMO, hartree: 0.00586

=====

[3]
# C17H21Cl2HfNO5S

C17H21Cl2HfNO5S as an isolated structure in a non-equilibrium geometry (ωB97M-V with the def2-TZVPD basis set, OMol25).

Geometry as ORCA input:
```
! RIJCOSX wB97M-V def2-TZVPD def2/J DEFGRID3
* xyz -2 1
C 0.2970 -1.1356 -2.5889
C 1.1448 -0.0350 -2.7935
C 0.3510 1.1567 -2.7373
C 2.6070 -0.1143 -2.9444
C -0.9964 0.7968 -2.5720
C -1.0635 -0.6439 -2.5066
C -2.2228 -1.4002 -2.4130
C 0.6705 -2.5469 -2.4499
C 0.8619 2.5361 -2.7906
C -2.1879 1.6558 -2.5094
Hf 0.7261 -0.2662 1.5401
Cl 2.1728 0.9054 0.3320
Cl 1.7651 -2.2955 1.0139
O -0.8249 0.5450 0.6526
H 2.8863 -1.1312 -3.2389
H 3.0872 0.1143 -1.9972
H 2.9559 0.6262 -3.6669
H 1.5648 2.7003 -1.9689
H 0.0448 3.2554 -2.6930
H 1.3945 2.7228 -3.7293
H -1.9100 2.6580 -2.1718
H -2.9457 1.2348 -1.8357
H -2.6581 1.7748 -3.4986
H -3.1657 -0.9359 -2.0574
H -1.9289 -2.1382 -0.7193
H -2.1815 -2.4596 -2.7030
H 1.7486 -2.6532 -2.2753
H 0.4461 -3.1260 -3.3543
H 0.1018 -3.0096 -1.6266
H -0.8543 1.5553 0.6585
O -1.5512 -2.2445 0.1680
H -1.2875 -3.1380 0.2837
O 0.0799 -1.0962 3.4561
C 0.4164 0.0622 3.9785
N 0.7285 1.0782 3.1281
S 0.8963 2.5963 3.7282
O 2.2228 2.9788 3.3253
O -0.2733 3.3509 3.3292
C 0.8380 1.8898 5.3541
C 1.0823 2.6186 6.5062
C 1.0324 1.8865 7.6977
C 0.7642 0.4976 7.7091
C 0.5398 -0.2205 6.5319
C 0.5503 0.5276 5.3472
H 1.2758 3.6876 6.4404
H 1.1814 2.4046 8.6389
H 0.7059 -0.0591 8.6453
H 0.3484 -1.2933 6.4209
*
```

Output
Orbital gap (alpha / beta), eV: 1.86 / 1.86
Largest force on an atom, Eh/bohr: 0.11242
Calculated total energy, hartree: -2458.03068
E_LUMO (alpha / beta), hartree: 0.15279 / 0.15277

=====

calculated total energy of number 2 (C7H15N2O2PS)?
-1275.24233 hartree

=====

Number 1 is which compound?
C47H75Cl16N3O7S

=====

What is the largest force on an atom in the second record?
0.09374 Eh/bohr